Below is C18H33B4CaF16N6 as an isolated structure, with properties calculated with wB97M-V/def2-TZVPD.

```
! wB97M-V def2-TZVPD RIJCOSX def2/J DEFGRID3
* xyz 1 1
Ca -3.617 -0.150 -1.103
C 0.239 -1.963 -5.241
C 1.443 -2.805 -4.729
N 2.187 -1.980 -3.788
C 1.684 -1.068 -2.996
C 2.630 -0.504 -2.137
N 3.817 -1.113 -2.429
C 3.478 -2.196 -3.364
C 5.109 -0.968 -1.883
H 0.648 -1.041 -5.654
H -0.541 -1.798 -4.498
H -0.265 -2.406 -6.100
H 1.984 -3.368 -5.490
H 1.077 -3.554 -4.027
H 0.738 -0.585 -3.192
H 2.692 0.249 -1.365
H 4.200 -2.918 -3.715
H 5.148 -1.407 -0.886
H 5.407 0.080 -1.851
H 5.934 -1.494 -2.362
C 2.967 4.840 -0.905
C 2.163 3.614 -0.515
N 1.590 3.772 0.784
C 2.227 4.088 1.992
C 1.168 4.232 2.994
N -0.032 4.077 2.323
C 0.206 3.821 0.949
C -1.260 4.137 2.929
H 3.408 5.430 -0.101
H 2.288 5.582 -1.326
H 3.647 4.679 -1.741
H 2.736 2.689 -0.583
H 1.388 3.497 -1.272
H 3.298 4.177 2.099
H 1.166 4.375 4.064
H -0.545 3.660 0.189
H -1.916 4.501 2.139
H -1.364 4.644 3.889
H -1.476 3.069 2.969
C 1.094 0.113 2.948
C 1.140 -0.989 3.943
N 0.173 -2.019 3.659
C -0.833 -2.068 2.686
C -1.693 -3.150 2.997
N -1.148 -3.801 4.032
C -0.025 -3.140 4.398
C -1.644 -5.075 4.495
H 0.239 0.787 2.921
H 1.249 -0.272 1.940
H 2.015 0.679 3.094
H 1.096 -0.658 4.981
H 2.114 -1.471 4.022
H -0.851 -1.318 1.909
H -2.471 -3.664 2.453
H 0.508 -3.434 5.290
H -2.468 -4.898 5.187
H -1.069 -5.649 5.221
H -1.944 -5.725 3.673
B -4.447 2.393 0.118
F -4.431 1.230 0.917
F -5.730 2.808 -0.030
F -3.532 3.269 0.575
F -4.091 2.060 -1.158
B -0.719 0.523 -1.002
F -0.200 1.157 -2.112
F -1.754 1.173 -0.391
F -1.158 -0.689 -1.339
F 0.144 0.303 0.099
B -3.135 -2.803 -0.102
F -3.197 -1.642 0.631
F -1.925 -3.448 0.071
F -4.120 -3.704 0.338
F -3.365 -2.594 -1.445
B -3.939 -0.447 -3.853
F -2.879 0.317 -3.233
F -4.896 -0.544 -2.887
F -4.321 0.141 -4.952
F -3.436 -1.649 -4.162
*
```

Values from the calculation:
HOMO-LUMO gap in eV: 9.71
F_max in eV/Å: 6.86
DFT total energy in hartree: -3409.837852
ΔE to the lowest compared entry with this formula, charge and spin in kJ/mol: 494.07
HOMO level in eV: -12.54
LUMO level in Ha: -0.1040